[1]
{"formula": "C6H10BrN4", "method": "the ωB97M-V functional and the def2-TZVPD basis", "species": ["C", "C", "C", "C", "C", "C", "N", "N", "N", "N", "Br", "H", "H", "H", "H", "H", "H", "H", "H", "H", "H"], "coordinates": [[0.58422, -0.42641, 1.41601], [0.45682, 0.43523, -1.38029], [1.87115, -1.40869, -0.41397], [-0.02530, 0.93248, 0.78871], [-1.25808, 0.30501, 0.36361], [-2.48229, -0.07138, 1.06804], [1.32186, -1.14541, 0.83153], [1.65859, -0.49325, -1.66752], [0.73696, 1.29619, -0.27747], [-0.92005, -0.13595, -0.92683], [0.28489, 3.15803, -0.76946], [0.30951, -0.53724, 2.45896], [0.35893, 0.95210, -2.37437], [2.99534, -1.42212, -0.23040], [1.60215, -2.35902, -0.68850], [0.03999, 1.63958, 1.67876], [-3.29215, 0.66742, 0.94232], [-2.30016, -0.11159, 2.09579], [-3.04884, -0.96305, 0.77494], [2.39028, 0.19157, -1.90083], [-1.28384, -0.50349, -1.78902]], "forces_ev_per_a": [[-1.2611, 2.3841, 1.6838], [-0.6228, -0.7995, -1.0356], [3.8016, 2.6603, -1.0737], [0.8224, 0.1432, 3.5917], [-0.3867, -1.4250, -4.1721], [-1.5558, 0.5816, -0.9003], [1.4800, -2.7802, -0.9500], [-2.7367, 0.4573, 2.9300], [-0.2348, -0.1968, -0.6953], [3.3198, 1.2471, -0.2414], [0.1202, 2.1149, -0.5895], [-0.0183, -0.0021, 0.2074], [-0.2120, -0.0102, 1.1792], [-1.2819, -0.1594, -0.4233], [-0.8275, -2.2505, -0.7879], [-0.5614, -0.7158, -1.4277], [0.4715, 0.3719, 0.0148], [0.2574, -0.1251, 1.7656], [0.9724, -0.2675, -0.3078], [0.1219, -0.6145, 0.4683], [-1.6682, -0.6139, 0.7637]], "nbo_charge": [0.1992, 0.1954, -0.1093, -0.2225, 0.3157, -0.6973, -0.3095, -0.5394, -0.2861, -0.5766, 0.1517, 0.2266, 0.2307, 0.2428, 0.2310, 0.3000, 0.2771, 0.2476, 0.2737, 0.3952, 0.4539], "homo_energy_ev": [-10.31, -13.18], "homo_lumo_gap_ev": [5.1034, 5.5048], "energy_ev": -82373.215, "total_charge": 1, "spin_multiplicity": 3}

---

[2]
{"formula": "C20H50FeNO2P2Si4", "method": "the ωB97M-V functional and the def2-TZVPD basis", "species": ["Fe", "P", "C", "C", "N", "C", "C", "C", "C", "C", "P", "H", "H", "H", "H", "H", "H", "H", "H", "O", "H", "H", "O", "H", "C", "H", "H", "H", "C", "H", "H", "H", "C", "H", "H", "H", "C", "H", "H", "H", "C", "Si", "C", "C", "Si", "Si", "C", "C", "C", "Si", "C", "C", "C", "H", "H", "H", "H", "H", "H", "H", "H", "H", "H", "H", "H", "H", "H", "H", "H", "H", "H", "H", "H", "H", "H", "H", "H", "H", "H", "H"], "coordinates": [[-0.03238, 0.88265, 0.36679], [-2.05185, 0.60131, -0.33044], [-2.05315, 0.70668, -2.17056], [-0.74324, 1.23801, -2.73333], [0.26340, 1.21038, -1.85551], [1.48544, 1.57401, -2.20532], [1.68234, 2.19065, -3.43132], [0.62058, 2.38140, -4.32250], [-0.63334, 1.87646, -3.97178], [2.56960, 1.20622, -1.24248], [2.11087, -0.09783, -0.06311], [-1.54953, 2.10965, -4.54615], [2.69799, 2.46485, -3.67209], [0.75853, 2.96829, -5.25205], [3.36824, 0.74263, -1.80011], [3.01441, 2.05907, -0.73235], [-2.19849, -0.33863, -2.43641], [-2.98546, 1.19552, -2.49638], [-1.38286, -3.10268, -3.90522], [-2.19494, -3.14249, -4.41393], [-1.94829, -2.39349, -5.03039], [0.47974, -3.23822, 0.39883], [-0.04004, -3.47708, -0.41670], [0.34431, -4.33127, -0.67954], [2.32445, -1.49566, -1.26468], [3.24063, -1.24820, -1.84040], [2.48728, -2.46869, -0.77606], [1.45511, -1.57587, -1.93690], [3.77864, -0.42651, 0.75545], [3.79326, -1.37389, 1.33001], [4.55436, -0.52156, -0.03354], [4.08972, 0.38829, 1.43090], [-3.16587, 1.91124, 0.34568], [-4.18973, 2.00931, -0.06954], [-3.20238, 1.62539, 1.42439], [-2.74206, 2.93177, 0.30489], [-3.04968, -0.90954, -0.21487], [-3.06422, -1.19803, 0.84034], [-4.08494, -0.77840, -0.57943], [-2.49054, -1.67182, -0.78366], [3.29511, -0.08051, 4.15039], [1.80910, 1.02320, 3.77239], [1.37844, 1.75505, 5.47360], [2.37843, 2.49591, 2.74048], [0.09174, 0.01596, 2.39570], [0.25163, -2.25687, 3.09471], [0.33225, -2.55583, 4.97873], [-1.29337, -3.21550, 2.54638], [1.82600, -3.08378, 2.41042], [-1.69064, 0.68810, 3.83724], [-1.68313, 0.41653, 5.71543], [-1.73703, 2.56583, 3.55589], [-3.31450, -0.14375, 3.33912], [3.95736, 0.45722, 4.84517], [3.89623, -0.31987, 3.26954], [3.02334, -1.02026, 4.64522], [2.24713, 2.32032, 5.84578], [0.52639, 2.44219, 5.48015], [1.16965, 0.99003, 6.22937], [2.75118, 2.19807, 1.75172], [1.56199, 3.21702, 2.59870], [3.19210, 3.01723, 3.26370], [-0.64809, -2.46086, 5.46135], [0.66584, -3.58934, 5.16546], [1.01973, -1.91154, 5.54058], [-1.53502, -3.24585, 1.46756], [-1.12739, -4.25713, 2.86549], [-2.15996, -2.86610, 3.12544], [2.00738, -2.96475, 1.33325], [2.74034, -2.73821, 2.91051], [1.74303, -4.16693, 2.59571], [-0.89835, 0.95636, 6.25200], [-2.65168, 0.78216, 6.09450], [-1.60654, -0.63958, 5.99597], [-1.72295, 2.83947, 2.49380], [-2.67827, 2.95805, 3.96562], [-0.90758, 3.08604, 4.05299], [-3.57328, -0.04808, 2.28221], [-3.31342, -1.21064, 3.59512], [-4.13120, 0.30992, 3.92177]], "forces_ev_per_a": [[1.7723, 0.7695, -0.6526], [-3.5041, -0.0216, -1.3873], [-0.2441, 0.2095, -0.1332], [-1.3148, 1.0406, 0.4084], [-0.2603, -0.7465, 0.2794], [-0.0651, 0.2493, -0.5607], [0.4267, -0.2283, -0.3735], [-0.0121, 0.3121, 0.1324], [-0.1603, 0.3076, 0.1879], [0.8505, 0.6700, -0.2425], [1.7726, -1.9249, -0.5031], [0.7782, -0.5200, 0.1854], [0.0041, 0.2651, -0.2440], [-0.0460, -0.5780, 0.6847], [0.5314, 0.2051, -0.3934], [-0.1166, 0.2374, 0.0679], [0.2329, -0.1227, -0.3870], [0.5748, 0.1715, -0.2116], [0.1641, -0.6407, 0.6656], [0.8694, 1.9212, -1.1198], [-1.0090, -1.2507, 0.4890], [-0.9085, -0.3801, -1.1550], [1.0114, -0.0138, 0.8747], [-0.2775, 0.3415, 0.0762], [-0.1074, -0.0502, -0.3996], [-0.5393, -0.3124, 0.1768], [-0.1957, 0.4739, -0.0952], [0.3854, -0.0489, 0.2341], [0.1196, 0.4811, 0.1171], [-0.3540, 0.5758, -0.3752], [-0.5642, 0.1196, 0.2557], [-0.2236, -0.3350, -0.3703], [-0.0358, 0.2902, 0.4763], [0.5728, -0.5439, 0.1203], [-0.2912, 0.4850, -0.8188], [0.1296, -0.5394, -0.0394], [0.1569, -0.2566, 0.5182], [-0.1305, -0.2633, -0.2955], [0.5621, -0.0607, 0.0436], [-0.4380, 0.0923, 0.2740], [0.2580, -0.0280, 0.0541], [-0.0765, 0.1386, 0.0297], [-0.0922, 0.0129, 0.1133], [0.2868, 0.2302, 0.0918], [0.1553, -0.9361, 4.0239], [-0.0947, 0.0156, -0.0528], [0.0348, 0.0788, 0.0620], [0.1422, -0.3607, 0.0017], [-0.0298, -0.3739, -0.0779], [0.0594, 0.1539, 0.0749], [0.0819, -0.0153, 0.0502], [-0.4812, 0.0614, 0.0506], [-0.3349, 0.1988, 0.0931], [-0.1563, -0.0468, -0.1149], [-0.1552, -0.0558, 0.2700], [-0.0330, 0.1539, -0.1054], [-0.0915, -0.1332, -0.2459], [0.1777, -0.0931, -0.0865], [0.0944, -0.0002, -0.1888], [-0.0672, 0.0876, 0.1226], [0.1060, -0.1611, 0.0118], [-0.0854, 0.0025, -0.1724], [0.1342, 0.0001, -0.2280], [-0.0746, 0.1944, -0.2094], [-0.0896, 0.0046, -0.2445], [0.1272, 0.1933, 0.5880], [-0.0917, 0.1236, -0.1116], [0.2099, -0.0268, -0.2718], [-0.0150, 0.0649, 0.1966], [-0.2805, 0.0055, 0.0128], [0.0891, 0.2134, -0.0210], [-0.2314, -0.1131, -0.1651], [0.2084, -0.0788, -0.1468], [-0.0538, 0.1771, -0.0994], [0.1274, -0.0517, 0.2014], [0.1698, 0.0970, 0.0165], [-0.1994, -0.1872, -0.1310], [-0.0526, -0.1041, 0.3172], [0.0806, 0.2347, -0.0677], [0.1266, -0.0577, -0.1512]], "lowdin_charge": [0.1872, 0.7929, -0.2445, -0.2841, 0.0187, -0.3185, 0.0009, -0.0156, 0.0000, -0.2973, 0.8394, 0.1337, 0.1223, 0.1322, 0.0790, 0.1022, 0.0748, 0.1092, 0.0109, -0.0731, 0.0629, -0.0036, -0.0888, 0.0641, -0.2483, 0.0537, 0.0372, 0.0446, -0.2199, 0.0400, 0.0642, 0.0304, -0.2354, 0.0688, 0.0048, 0.0528, -0.2265, 0.0165, 0.0802, 0.0534, -0.2106, 0.3652, -0.2166, -0.2396, 0.2974, 0.3636, -0.1968, -0.2186, -0.2217, 0.3516, -0.1904, -0.2285, -0.2195, 0.0433, -0.0103, 0.0181, 0.0431, 0.0102, 0.0269, -0.0181, 0.0284, 0.0399, 0.0173, 0.0424, 0.0225, 0.0127, 0.0418, 0.0115, -0.0180, 0.0240, 0.0479, 0.0027, 0.0442, 0.0152, -0.0082, 0.0408, 0.0181, -0.0226, 0.0225, 0.0470], "homo_energy_ev": [-9.28, -10.47], "homo_lumo_gap_ev": [6.1827, 6.9858], "energy_ev": -111607.220, "total_charge": 1, "spin_multiplicity": 5}